# 1
Formula: C9H23Br2N3O7
Source: the Open Molecules 2025 dataset
Level of theory: ωB97M-V with the def2-TZVPD basis set

- HOMO energy (hartree) = -0.348
- SMILES string = C[N+](=O)[O-].C[N+](=O)[O-].C[N+](=O)[O-].BrCCBr.CCOCC

Positions of all 44 atoms, in Å:
C (1.483, -1.149, -2.113)
N (0.510, -0.119, -2.460)
O (-0.629, -0.493, -2.695)
O (0.808, 1.058, -2.494)
H (1.735, -1.089, -1.054)
H (2.354, -0.915, -2.725)
H (1.027, -2.138, -2.158)
C (-0.438, -4.026, 2.270)
N (0.194, -3.806, 0.933)
O (0.849, -2.743, 0.813)
O (0.318, -4.757, 0.189)
H (0.284, -4.467, 2.957)
H (-1.430, -4.475, 2.252)
H (-0.557, -3.039, 2.719)
C (5.434, -2.593, -4.208)
N (5.840, -1.453, -3.511)
O (6.857, -0.861, -3.877)
O (5.209, -1.122, -2.513)
H (5.039, -3.256, -3.438)
H (6.369, -3.005, -4.588)
H (4.749, -2.388, -5.031)
Br (-2.226, 3.566, -2.959)
C (-1.787, 3.997, -1.045)
C (-0.295, 3.882, -0.732)
Br (0.107, 4.341, 1.172)
H (-2.356, 3.287, -0.445)
H (-2.108, 5.032, -0.932)
H (0.365, 4.553, -1.283)
H (-0.010, 2.830, -0.700)
C (-0.912, -0.232, 1.582)
C (-1.681, 1.137, 1.708)
O (-1.963, 1.460, 3.058)
C (-3.149, 2.195, 3.355)
C (-4.233, 1.177, 3.499)
H (-1.489, -1.046, 2.020)
H (-0.708, -0.586, 0.571)
H (-0.046, -0.039, 2.216)
H (-1.111, 1.957, 1.271)
H (-2.586, 1.017, 1.113)
H (-2.990, 2.752, 4.279)
H (-3.343, 2.865, 2.518)
H (-5.173, 1.716, 3.620)
H (-4.067, 0.407, 4.253)
H (-4.245, 0.569, 2.595)

Forces on the atoms, in the same order (eV/Å):
0.7 -0.3 0.6
-2.1 0.5 -0.1
0.1 -0.4 0.1
1.0 -0.2 0.2
0.1 0.6 0.0
0.1 -0.6 0.1
0.1 0.2 -0.8
-0.6 1.6 0.8
2.8 0.5 0.6
-1.7 -1.6 -0.1
-0.8 0.5 0.0
0.0 -0.7 -0.6
0.5 -0.5 -0.4
-0.1 0.1 -0.4
0.2 -2.7 -0.8
1.5 3.6 1.9
-1.0 -0.6 0.0
-0.1 -0.2 -0.6
-0.4 -0.1 -0.5
-0.3 -0.2 -0.3
0.0 0.2 0.3
0.5 0.1 1.0
0.5 0.4 -0.3
-0.3 -0.5 0.6
-0.4 0.3 -0.4
0.0 0.3 -0.1
-0.2 -0.3 0.1
-0.2 -0.4 -0.2
0.3 0.3 -0.7
-0.6 1.4 1.2
-0.4 -1.0 -0.7
1.1 -0.3 0.4
0.8 -1.0 -0.6
-0.7 -0.2 -0.4
-0.2 0.2 0.3
0.3 0.7 0.0
0.5 -0.7 -0.4
0.2 -0.1 -0.1
-0.5 0.2 0.0
0.2 0.1 -0.1
-0.2 0.3 0.1
-0.3 -0.5 0.1
0.1 0.6 0.5
-0.4 0.3 -0.3

=====

# 2
Formula: C9H23Cl8N5O10
Source: the Open Molecules 2025 dataset
Level of theory: ωB97M-V with the def2-TZVPD basis set

- HOMO energy (hartree) = -0.382
- ΔE to the lowest compared entry with this formula, charge and spin (kcal/mol) = 216.0

Positions of all 55 atoms, in Å:
C (-0.275, 0.139, 4.220)
N (0.439, -0.028, 2.916)
O (-0.216, 0.247, 1.907)
O (1.582, -0.564, 2.953)
H (-0.660, 1.158, 4.229)
H (0.447, -0.057, 5.012)
H (-1.135, -0.527, 4.299)
C (1.864, 2.255, 1.114)
N (2.596, 2.013, 2.417)
O (1.979, 1.863, 3.497)
O (3.822, 2.097, 2.332)
H (1.817, 3.267, 0.711)
H (0.924, 1.711, 1.213)
H (2.423, 1.658, 0.394)
C (0.736, -2.830, 0.222)
N (1.757, -1.869, 0.593)
O (2.847, -2.353, 0.838)
O (1.372, -0.722, 0.701)
H (0.989, -3.014, -0.821)
H (-0.237, -2.338, 0.241)
H (0.847, -3.678, 0.898)
C (-2.943, -0.090, 1.857)
N (-2.659, -1.483, 1.497)
O (-3.442, -2.315, 1.707)
O (-1.599, -1.610, 0.954)
H (-2.055, 0.526, 1.717)
H (-3.354, 0.076, 2.853)
H (-3.695, 0.236, 1.139)
C (2.578, -1.274, -1.575)
N (3.199, -1.591, -2.888)
O (2.834, -2.607, -3.466)
O (4.000, -0.826, -3.330)
H (1.817, -2.038, -1.420)
H (2.157, -0.270, -1.629)
H (3.267, -1.495, -0.760)
C (1.400, 2.810, -3.085)
Cl (2.218, 3.213, -1.521)
Cl (2.486, 1.722, -4.017)
H (0.482, 2.248, -2.912)
H (1.421, 3.804, -3.532)
C (-1.229, -1.234, -2.797)
Cl (-1.109, -1.580, -4.515)
Cl (-1.712, -2.731, -2.046)
H (-0.253, -0.900, -2.447)
H (-2.107, -0.616, -2.610)
C (-4.458, 1.433, -0.834)
Cl (-5.890, 2.459, -1.257)
Cl (-4.887, -0.154, -1.482)
H (-3.608, 1.843, -1.380)
H (-4.314, 1.449, 0.246)
C (-0.502, 0.424, -0.312)
Cl (-2.043, 1.262, -0.746)
Cl (0.736, 0.519, -1.685)
H (-0.069, 1.003, 0.504)
H (-0.583, -0.645, -0.115)

Forces on the atoms, in the same order (eV/Å):
0.4 0.5 0.2
1.4 -2.5 1.0
1.3 -0.1 4.6
-3.6 1.5 0.6
0.3 0.0 0.1
-0.2 0.2 -0.2
0.3 -0.3 -0.4
0.2 -2.0 0.4
1.1 1.7 1.2
1.0 0.7 -2.2
-1.7 -0.5 0.4
0.0 0.0 1.3
0.4 1.3 0.3
0.1 0.2 0.3
-0.5 -0.3 -0.6
-1.0 -1.2 2.3
0.1 1.0 0.6
2.7 -0.9 -1.6
-0.5 -1.3 0.5
0.9 -1.0 0.1
-0.2 -0.1 -0.4
-1.0 1.7 0.1
0.7 3.1 0.6
-2.4 -2.7 0.7
0.4 -1.5 -0.1
-0.7 -0.5 0.2
0.0 -0.7 0.0
0.1 -0.4 0.4
1.8 -1.5 -1.1
-0.8 -1.1 0.3
-0.1 0.0 0.3
1.1 1.0 -0.4
0.4 1.0 -1.3
2.8 -1.7 0.3
0.8 0.8 -1.0
1.7 0.8 -0.3
-0.3 0.2 -1.1
-0.6 0.5 0.2
0.1 1.1 -0.2
-0.7 -0.5 -0.5
-0.9 -0.8 -0.8
0.2 0.5 -0.7
-0.2 -1.1 0.9
-1.1 -0.7 -0.4
0.7 0.5 -0.2
-2.7 0.9 -1.1
0.4 0.3 0.5
0.7 -0.4 0.4
-1.8 0.3 -0.3
-0.4 0.1 -0.5
0.7 1.6 -2.7
3.8 -1.2 0.4
-4.0 3.0 1.6
-0.6 -0.5 -2.1
-0.5 1.4 -0.5

=====

# 3
Formula: C9H23ClNO4P2
Source: the Open Molecules 2025 dataset
Level of theory: ωB97M-V with the def2-TZVPD basis set

- HOMO energy (hartree) = -0.205
- charge = -1

Positions of all 40 atoms, in Å:
C (1.187, 2.072, -2.880)
C (1.444, 0.558, -2.789)
C (0.536, -0.270, -3.702)
C (-0.899, -0.329, -3.180)
C (-1.122, -1.376, -2.078)
C (-1.831, -0.841, -0.826)
C (-0.893, -0.446, 0.313)
C (-0.286, -1.694, 0.987)
P (1.469, -1.636, 1.557)
C (1.257, -1.670, 3.374)
P (2.002, 0.472, 1.408)
N (1.166, 1.527, 2.210)
H (2.087, 2.613, -3.155)
H (0.410, 2.280, -3.613)
H (0.830, 2.470, -1.934)
H (1.239, 0.235, -1.768)
H (2.491, 0.330, -2.979)
H (0.939, -1.282, -3.745)
H (0.551, 0.167, -4.701)
H (-1.556, -0.538, -4.024)
H (-1.195, 0.655, -2.814)
H (-0.176, -1.850, -1.812)
H (-1.745, -2.167, -2.495)
H (-2.486, -1.623, -0.441)
H (-2.442, 0.015, -1.108)
H (-0.129, 0.230, -0.067)
H (-1.476, 0.098, 1.051)
H (-0.874, -1.900, 1.881)
H (-0.409, -2.556, 0.334)
H (2.241, -1.572, 3.827)
H (0.599, -0.886, 3.743)
H (0.862, -2.648, 3.640)
H (3.379, 0.414, 1.728)
H (2.071, 0.734, 0.022)
H (0.416, 1.020, 2.687)
O (-2.122, 2.464, 2.963)
Cl (-1.933, 1.889, 4.271)
O (-3.213, 1.508, 4.824)
O (-1.284, 2.831, 5.145)
O (-1.104, 0.699, 4.146)

Forces on the atoms, in the same order (eV/Å):
-0.1 -0.3 0.1
-0.4 0.0 0.2
0.2 0.2 0.3
0.1 0.0 -0.2
-0.3 0.0 -0.1
0.3 -0.3 0.0
-0.3 -0.2 -0.2
-0.3 0.5 0.1
0.5 -0.6 -0.5
0.2 0.1 0.0
-0.6 0.7 0.5
0.3 -0.6 -0.3
0.1 0.1 -0.1
0.0 0.1 -0.2
0.0 0.1 0.1
0.2 -0.1 0.0
0.1 0.0 -0.1
0.0 -0.1 -0.3
0.1 -0.1 -0.2
-0.2 0.0 0.0
0.0 0.1 0.0
0.1 0.0 0.1
0.1 -0.2 -0.1
-0.3 0.1 0.0
-0.2 0.0 0.0
0.0 0.1 0.0
0.2 0.3 0.1
-0.1 -0.1 0.1
0.2 -0.1 -0.1
0.1 0.0 0.2
-0.1 0.0 0.1
-0.1 -0.1 0.1
0.1 -0.1 -0.2
0.3 -0.2 -0.1
-0.2 0.7 0.3
0.0 0.0 -0.1
-0.2 0.0 0.0
0.0 0.0 0.0
0.0 0.0 0.0
0.1 -0.3 0.0

=====

# 4
Formula: C9H23MgO8P2Sb
Source: the Open Molecules 2025 dataset
Level of theory: ωB97M-V with the def2-TZVPD basis set

- HOMO energy (hartree) = -0.244
- ΔE to the lowest compared entry with this formula, charge and spin (kcal/mol) = 0.0

Positions of all 44 atoms, in Å:
Mg (-1.867, -0.456, -0.016)
O (0.546, -3.948, -0.832)
P (0.022, -2.947, 0.312)
O (1.004, -2.976, 1.457)
O (-0.308, -1.563, -0.265)
O (-1.375, -3.488, 0.848)
P (-2.729, -2.657, 1.252)
O (-1.943, -1.342, 1.944)
O (-3.524, -3.484, 2.243)
O (-3.186, -2.016, -0.073)
H (-0.189, -4.242, -1.419)
H (-2.027, -1.289, 2.912)
C (-5.053, 0.993, -0.722)
C (-3.881, 1.677, -0.117)
C (-4.099, 2.911, 0.645)
O (-2.719, 1.156, -0.220)
H (-5.361, 1.441, -1.681)
H (-5.923, 1.028, -0.064)
H (-4.878, -0.055, -0.969)
H (-4.399, 3.751, 0.004)
H (-3.219, 3.167, 1.342)
H (-4.868, 2.737, 1.403)
C (4.319, -1.342, -1.168)
C (2.966, -1.593, -0.473)
Sb (1.555, 0.039, -0.762)
C (2.761, 1.551, -1.870)
C (1.920, 2.807, -1.960)
C (1.409, 0.493, 1.390)
C (2.775, 1.004, 1.804)
H (4.428, -1.897, -2.096)
H (5.121, -1.467, -0.378)
H (4.416, -0.335, -1.625)
H (3.019, -1.687, 0.624)
H (2.499, -2.555, -0.774)
H (2.989, 1.166, -2.875)
H (3.688, 1.789, -1.301)
H (1.531, 3.066, -0.910)
H (0.983, 2.681, -2.573)
H (2.519, 3.663, -2.307)
H (1.093, -0.492, 1.880)
H (0.660, 1.240, 1.477)
H (3.618, 0.336, 1.656)
H (2.608, 1.150, 2.894)
H (3.099, 1.984, 1.365)

Forces on the atoms, in the same order (eV/Å):
1.2 -1.9 -0.2
-1.6 0.0 -0.3
2.3 0.3 3.0
-1.2 0.2 -1.9
-0.5 -1.0 -0.3
-1.6 -0.8 -0.1
0.0 -2.4 0.8
-1.0 0.3 0.4
1.3 2.3 -2.3
0.1 0.3 1.5
0.8 0.3 0.4
0.1 -0.1 -0.5
-0.6 -0.4 -0.6
2.2 -1.8 -0.5
1.4 0.8 2.1
-3.2 2.6 0.3
0.2 0.3 0.4
0.1 0.2 0.0
0.4 0.0 0.2
0.1 -0.2 0.2
-0.9 -0.2 -1.7
-0.5 -0.1 -0.5
0.3 0.9 0.6
-0.4 -0.2 -0.1
-0.6 0.3 -1.3
0.7 0.0 1.2
-1.3 0.5 1.1
1.1 -1.6 -1.7
-0.3 1.1 1.8
0.3 -0.9 0.4
-0.5 -0.1 -1.5
0.0 -0.2 0.9
0.3 0.1 -0.5
0.4 0.8 -0.1
0.1 -0.1 0.4
-0.3 -0.2 -0.7
0.5 -0.1 -1.3
1.0 0.1 0.4
-0.4 -0.2 -0.1
0.6 1.3 -0.7
-0.7 0.7 0.4
-0.2 -0.4 0.0
1.0 0.2 -0.3
-0.7 -0.7 0.2

=====

# 5
Formula: C9H23N2S
Source: the Open Molecules 2025 dataset
Level of theory: ωB97M-V with the def2-TZVPD basis set

- HOMO energy (hartree) = -0.447
- ΔE to the lowest compared entry with this formula, charge and spin (kcal/mol) = 0.0
- charge = +1

Positions of all 35 atoms, in Å:
C (2.003, 3.229, 0.763)
C (0.356, -3.977, 0.369)
C (-2.704, 0.613, -1.710)
C (2.200, 1.714, 1.065)
C (0.915, -2.560, 0.318)
C (2.188, 0.557, 0.018)
C (-0.310, -1.695, -0.166)
C (0.818, 0.323, -0.733)
C (-2.671, 0.929, -0.288)
N (-2.147, 2.095, 0.007)
N (-0.230, -0.313, 0.074)
S (-3.350, 0.056, 1.066)
H (1.241, 3.315, 0.078)
H (2.847, 3.595, 0.239)
H (1.907, 3.595, 1.794)
H (0.964, -4.757, 0.806)
H (-0.413, -4.035, 1.104)
H (0.101, -4.235, -0.573)
H (-3.738, 0.218, -2.139)
H (-1.966, -0.180, -1.941)
H (-2.688, 1.443, -2.352)
H (3.091, 1.548, 1.642)
H (1.559, 1.380, 1.880)
H (1.857, -2.651, -0.254)
H (1.123, -2.074, 1.352)
H (2.915, 0.804, -0.651)
H (2.287, -0.438, 0.451)
H (-0.396, -1.935, -1.186)
H (-1.309, -1.973, 0.153)
H (0.658, 1.321, -1.181)
H (1.149, -0.223, -1.649)
H (-2.116, 2.538, 0.884)
H (-1.569, 2.512, -0.730)
H (-0.160, -0.214, 1.058)
H (-4.415, -0.526, 0.434)

Forces on the atoms, in the same order (eV/Å):
1.5 -2.9 1.7
1.4 0.6 3.7
-2.6 -3.1 -1.6
-0.3 -1.7 0.7
-1.1 0.3 2.4
-3.4 0.2 1.6
0.9 -1.4 -0.4
2.5 1.4 -0.3
-0.3 1.1 1.3
0.6 -0.6 -2.2
0.1 1.6 -2.3
-0.4 -0.1 -0.7
-2.4 0.8 -0.9
1.1 0.6 -0.1
-0.3 0.9 -0.8
1.1 0.0 -0.4
-1.5 0.2 0.0
-1.3 -1.2 -2.9
1.8 0.2 1.6
-0.3 0.6 0.0
1.1 1.5 -0.5
1.1 0.4 -0.1
-1.0 0.3 0.0
-0.6 1.1 -0.2
0.2 -1.3 -1.4
2.1 0.1 -2.2
1.1 0.4 0.5
0.0 0.3 -1.9
0.2 -1.0 1.1
-1.3 -0.1 0.4
-1.0 -0.4 0.9
-0.1 0.2 1.4
-0.4 0.0 0.5
0.6 0.8 0.9
0.7 0.2 0.0

=====

# 6
Formula: C9H23N3
Source: the Open Molecules 2025 dataset
Level of theory: ωB97M-V with the def2-TZVPD basis set

- HOMO energy (hartree) = -0.613
- ΔE to the lowest compared entry with this formula, charge and spin (kcal/mol) = 0.0
- charge = +2
- SMILES string = CCCN(C)/C(=[NH+]/C)[N+](C)(C)C

Positions of all 35 atoms, in Å:
C (-2.360, -1.883, -1.291)
C (-1.306, -2.768, -0.617)
C (0.073, -2.142, -0.299)
N (-0.289, -0.987, 0.511)
C (-0.958, -1.288, 1.837)
C (0.098, 0.601, 0.369)
N (-0.539, 1.312, 1.198)
C (-0.620, 2.692, 1.627)
N (1.327, 0.924, -0.351)
C (2.307, -0.069, 0.250)
C (1.870, 2.317, -0.052)
C (1.018, 0.888, -1.854)
H (-2.037, -1.018, -1.936)
H (-3.078, -2.428, -1.861)
H (-3.021, -1.364, -0.516)
H (-0.925, -3.655, -1.180)
H (-1.846, -3.147, 0.323)
H (0.568, -2.970, 0.221)
H (0.519, -1.984, -1.309)
H (-1.013, -2.350, 1.943)
H (-0.367, -0.781, 2.650)
H (-1.943, -0.828, 1.865)
H (-1.421, 0.819, 1.580)
H (-0.119, 3.400, 1.002)
H (-0.236, 2.550, 2.609)
H (-1.668, 3.022, 1.709)
H (2.586, 0.297, 1.223)
H (1.952, -1.079, 0.277)
H (3.134, -0.194, -0.406)
H (1.554, 3.140, -0.804)
H (1.615, 2.583, 1.025)
H (2.978, 2.217, 0.037)
H (1.899, 1.226, -2.292)
H (0.722, -0.025, -2.146)
H (0.332, 1.677, -2.086)

Forces on the atoms, in the same order (eV/Å):
-0.4 2.0 0.8
-0.3 -1.4 0.2
-2.3 -0.5 -1.2
1.5 6.0 1.0
1.4 2.2 -0.7
-0.4 -7.4 0.8
-3.6 -0.4 -0.1
-0.8 0.6 0.3
-1.3 0.4 0.2
0.6 -0.4 -0.9
0.7 1.4 1.3
0.9 2.5 1.9
0.3 -1.0 0.4
-0.2 -0.7 -0.5
1.0 -0.7 -0.7
-1.3 0.4 0.0
1.2 0.2 -1.3
0.7 0.8 0.4
0.0 0.5 1.1
0.0 -0.4 0.3
-0.4 -0.9 -0.6
-0.5 -0.5 0.0
1.9 0.5 -0.7
0.4 0.2 -0.1
0.5 1.2 1.1
0.3 -0.5 -0.1
0.1 0.1 0.3
-0.7 -0.1 0.3
1.1 0.8 -0.6
0.4 -1.7 1.3
0.2 -0.3 -1.6
-0.8 0.1 -0.8
1.8 0.0 -1.0
-1.0 -3.1 -1.0
-0.9 0.2 0.2

=====

Short version: max |F| = 4.3 5.2 1.1 4.2 4.3 7.4 eV/Å, in the order given.
Short version: orbital gap = 8.957 9.110 8.449 5.162 7.877 8.647 eV, in the order given.
Short version: calculated total energy = -6195.337444 -5063.596712 -1855.100650 -2081.974632 -864.068463 -520.194610 a.u., in the order given.